Molecular formula: C33H26BrN3PdSb
Method: DFT, ωB97M-V/def2-TZVPD

Positions of all 65 atoms, in Å:
Pd  0.688  -0.085  -2.298
C  -1.707  3.737  -3.029
C  -3.030  3.341  -2.914
C  -3.320  2.021  -2.601
C  -2.277  1.118  -2.389
N  -1.004  1.532  -2.501
C  -0.716  2.787  -2.814
C  -2.477  -0.300  -2.028
C  -3.725  -0.853  -1.737
C  -3.803  -2.200  -1.416
C  -2.649  -2.968  -1.392
C  -1.424  -2.355  -1.665
N  -1.370  -1.053  -1.971
C  -0.142  -3.087  -1.676
C  -0.031  -4.443  -1.359
C  1.187  -5.085  -1.513
C  2.271  -4.364  -1.988
C  2.110  -3.003  -2.220
N  0.945  -2.394  -2.056
H  -1.436  4.748  -3.287
H  -3.829  4.052  -3.070
H  -4.346  1.699  -2.537
H  0.331  3.062  -2.884
H  -4.622  -0.259  -1.776
H  -4.756  -2.654  -1.193
H  -2.708  -4.023  -1.187
H  -0.887  -4.991  -1.005
H  1.286  -6.136  -1.280
H  3.223  -4.833  -2.170
H  2.952  -2.406  -2.553
Br  2.658  0.771  -3.301
C  0.184  5.137  1.901
C  1.439  4.557  1.976
C  1.639  3.256  1.538
C  0.564  2.567  0.994
C  -0.683  3.163  0.858
C  -0.874  4.457  1.313
Sb  0.861  0.541  0.279
C  -0.553  -0.447  1.626
C  -0.098  -1.397  2.518
C  -1.006  -1.939  3.419
C  -2.328  -1.541  3.400
C  -2.779  -0.630  2.461
C  -1.882  -0.081  1.555
C  2.719  -0.022  1.171
C  3.748  -0.482  0.352
C  4.973  -0.796  0.915
C  5.143  -0.698  2.290
C  4.108  -0.243  3.101
C  2.888  0.096  2.549
H  0.021  6.125  2.308
H  2.276  5.115  2.370
H  2.622  2.807  1.602
H  -1.513  2.631  0.405
H  -1.843  4.925  1.226
H  0.932  -1.724  2.534
H  -0.664  -2.675  4.132
H  -3.021  -1.950  4.121
H  -3.817  -0.338  2.434
H  -2.242  0.624  0.815
H  3.599  -0.577  -0.721
H  5.789  -1.127  0.292
H  6.080  -0.997  2.736
H  4.249  -0.165  4.167
H  2.077  0.450  3.174

Net charge   +3
Calculated total energy   -4378.51338 hartree
E_LUMO (alpha / beta)   -12.448 / -12.446 eV
Energy relative to the best compared isomer or geometry (same formula, charge and spin)   377.7 kJ/mol
Frontier orbital gap (alpha / beta)   4.85 / 4.85 eV

Molecular formula: C33H26BrN4O3OsS
Method: DFT, ωB97M-V/def2-TZVPD

Positions of all 69 atoms, in Å:
Os  -0.580  0.384  0.448
Br  5.756  1.907  4.116
C  4.192  1.840  3.048
C  3.710  3.023  2.485
C  2.545  2.995  1.753
C  1.840  1.796  1.527
O  0.738  1.843  0.855
C  2.388  0.565  2.046
C  1.849  -0.709  1.779
N  0.755  -1.004  1.065
C  0.344  -2.304  0.898
C  1.009  -3.462  1.330
C  0.450  -4.711  1.120
C  -0.754  -4.864  0.466
C  -1.451  -3.737  -0.006
C  -2.671  -3.799  -0.712
C  -3.286  -2.630  -1.109
C  -2.715  -1.406  -0.787
N  -1.555  -1.308  -0.123
C  -0.907  -2.449  0.238
C  3.550  0.636  2.835
H  4.248  3.946  2.627
H  2.130  3.904  1.341
H  2.386  -1.540  2.217
H  1.957  -3.394  1.834
H  0.975  -5.579  1.485
H  -1.185  -5.841  0.324
H  -3.101  -4.763  -0.934
H  -4.213  -2.648  -1.658
H  -3.186  -0.479  -1.079
H  3.943  -0.269  3.272
C  3.387  -3.804  -1.547
C  2.414  -2.694  -1.769
C  2.771  -1.368  -1.533
C  1.890  -0.336  -1.814
C  0.638  -0.638  -2.322
C  0.261  -1.950  -2.559
C  1.142  -2.974  -2.270
S  -0.412  0.680  -2.892
O  0.395  1.692  -3.501
O  -1.517  0.129  -3.622
N  -1.046  1.306  -1.456
C  -1.746  2.442  -1.548
C  -2.079  3.096  -2.747
C  -2.697  4.342  -2.729
C  -3.008  4.973  -1.545
C  -2.741  4.339  -0.313
C  -3.019  4.933  0.931
C  -2.713  4.248  2.080
C  -2.167  2.964  1.979
N  -1.903  2.378  0.830
C  -2.146  3.050  -0.308
H  4.249  -3.471  -0.976
H  3.742  -4.172  -2.510
H  2.910  -4.636  -1.032
H  3.758  -1.144  -1.157
H  2.178  0.699  -1.696
H  -0.709  -2.140  -2.994
H  0.861  -4.000  -2.453
H  -1.834  2.627  -3.685
H  -2.921  4.830  -3.666
H  -3.455  5.954  -1.530
H  -3.453  5.921  0.959
H  -2.884  4.677  3.055
H  -1.939  2.415  2.881
C  -1.243  -0.029  2.421
H  -0.650  0.539  3.138
H  -1.185  -1.080  2.705
H  -2.291  0.262  2.493

Net charge   +1
Calculated total energy   -4780.55625 hartree
E_LUMO (alpha / beta)   -4.654 / -4.569 eV
Frontier orbital gap (alpha / beta)   5.33 / 5.53 eV

Molecular formula: C33H26ClN5O7Sc
Method: DFT, ωB97M-V/def2-TZVPD

Positions of all 73 atoms, in Å:
Sc  0.896  -1.165  0.355
C  0.393  -0.736  -1.678
C  0.190  -0.387  -2.849
C  -0.027  0.002  -4.174
C  -0.573  1.314  -4.428
C  -1.162  1.688  -5.658
C  -1.708  2.945  -5.846
C  -1.709  3.889  -4.825
C  -1.155  3.537  -3.598
C  -0.601  2.287  -3.401
C  0.310  -0.965  -5.209
C  0.234  -2.349  -4.956
C  0.569  -3.281  -5.922
C  1.002  -2.878  -7.181
C  1.116  -1.518  -7.443
C  0.784  -0.581  -6.480
H  -1.219  0.964  -6.459
H  -2.156  3.195  -6.802
H  -2.131  4.875  -4.980
H  -1.161  4.257  -2.785
H  -0.174  2.016  -2.445
H  -0.103  -2.670  -3.977
H  0.492  -4.341  -5.702
H  1.248  -3.613  -7.938
H  1.489  -1.188  -8.406
H  0.920  0.472  -6.688
O  0.776  -0.980  2.535
C  -0.451  -0.705  2.441
O  -1.028  -0.699  1.315
C  -1.228  -0.368  3.670
C  -2.469  0.241  3.563
C  -3.211  0.576  4.695
C  -2.657  0.266  5.912
O  -3.178  0.474  7.163
C  -2.222  -0.037  8.083
O  -1.119  -0.545  7.349
C  -1.417  -0.346  6.021
C  -0.673  -0.672  4.921
H  -2.853  0.456  2.574
H  -4.178  1.055  4.629
H  -2.672  -0.840  8.675
H  -1.884  0.764  8.748
H  0.305  -1.131  4.982
C  -0.708  2.612  0.501
C  0.209  2.623  1.691
C  -0.083  3.367  2.825
C  0.804  3.406  3.890
Cl  0.415  4.371  5.283
C  1.989  2.699  3.856
C  2.292  1.943  2.734
C  1.415  1.910  1.662
O  1.653  1.155  0.535
C  3.023  1.059  0.088
C  3.685  -0.253  0.573
O  4.850  -0.229  0.922
O  2.887  -1.260  0.527
H  -1.647  3.114  0.730
H  -0.921  1.595  0.173
H  -0.237  3.124  -0.340
H  -1.004  3.934  2.869
H  2.666  2.725  4.699
H  3.201  1.354  2.709
H  3.592  1.929  0.404
H  2.971  1.021  -1.002
N  0.183  -6.212  2.058
N  0.387  -5.256  1.094
N  0.546  -5.560  -0.176
C  0.737  -4.368  -0.703
N  0.714  -3.410  0.229
N  0.470  -3.990  1.381
H  -0.623  -6.768  1.804
H  0.027  -5.727  2.933
H  0.898  -4.186  -1.752

Net charge   -1
Calculated total energy   -3294.61652 hartree
E_LUMO   1.786 eV
Energy relative to the best compared isomer or geometry (same formula, charge and spin)   0.0 kJ/mol
Frontier orbital gap   4.08 eV

What did the third record say?
Molecular formula: C33H26ClN5O7Sc
Method: DFT, ωB97M-V/def2-TZVPD

Positions of all 73 atoms, in Å:
Sc  0.896  -1.165  0.355
C  0.393  -0.736  -1.678
C  0.190  -0.387  -2.849
C  -0.027  0.002  -4.174
C  -0.573  1.314  -4.428
C  -1.162  1.688  -5.658
C  -1.708  2.945  -5.846
C  -1.709  3.889  -4.825
C  -1.155  3.537  -3.598
C  -0.601  2.287  -3.401
C  0.310  -0.965  -5.209
C  0.234  -2.349  -4.956
C  0.569  -3.281  -5.922
C  1.002  -2.878  -7.181
C  1.116  -1.518  -7.443
C  0.784  -0.581  -6.480
H  -1.219  0.964  -6.459
H  -2.156  3.195  -6.802
H  -2.131  4.875  -4.980
H  -1.161  4.257  -2.785
H  -0.174  2.016  -2.445
H  -0.103  -2.670  -3.977
H  0.492  -4.341  -5.702
H  1.248  -3.613  -7.938
H  1.489  -1.188  -8.406
H  0.920  0.472  -6.688
O  0.776  -0.980  2.535
C  -0.451  -0.705  2.441
O  -1.028  -0.699  1.315
C  -1.228  -0.368  3.670
C  -2.469  0.241  3.563
C  -3.211  0.576  4.695
C  -2.657  0.266  5.912
O  -3.178  0.474  7.163
C  -2.222  -0.037  8.083
O  -1.119  -0.545  7.349
C  -1.417  -0.346  6.021
C  -0.673  -0.672  4.921
H  -2.853  0.456  2.574
H  -4.178  1.055  4.629
H  -2.672  -0.840  8.675
H  -1.884  0.764  8.748
H  0.305  -1.131  4.982
C  -0.708  2.612  0.501
C  0.209  2.623  1.691
C  -0.083  3.367  2.825
C  0.804  3.406  3.890
Cl  0.415  4.371  5.283
C  1.989  2.699  3.856
C  2.292  1.943  2.734
C  1.415  1.910  1.662
O  1.653  1.155  0.535
C  3.023  1.059  0.088
C  3.685  -0.253  0.573
O  4.850  -0.229  0.922
O  2.887  -1.260  0.527
H  -1.647  3.114  0.730
H  -0.921  1.595  0.173
H  -0.237  3.124  -0.340
H  -1.004  3.934  2.869
H  2.666  2.725  4.699
H  3.201  1.354  2.709
H  3.592  1.929  0.404
H  2.971  1.021  -1.002
N  0.183  -6.212  2.058
N  0.387  -5.256  1.094
N  0.546  -5.560  -0.176
C  0.737  -4.368  -0.703
N  0.714  -3.410  0.229
N  0.470  -3.990  1.381
H  -0.623  -6.768  1.804
H  0.027  -5.727  2.933
H  0.898  -4.186  -1.752

Net charge   -1
Calculated total energy   -3294.61652 hartree
E_LUMO   1.786 eV
Energy relative to the best compared isomer or geometry (same formula, charge and spin)   0.0 kJ/mol
Frontier orbital gap   4.08 eV

> Number 2 is which compound?

C33H26BrN4O3OsS

> calculated total energy of number 3 (C33H26ClN5O7Sc)?

-3294.61652 hartree